Record 1
Computed, not measured: a structure of composition C29H77FeO10 at a distorted geometry, with ωB97M-V/def2-TZVPD.

CARTESIAN COORDINATES (ANGSTROEM)
Fe1 4.055 1.539 0.367
C1 0.581 -0.643 -0.680
C2 1.064 0.771 -0.569
O1 2.383 0.870 -0.221
H1 1.134 -1.240 -1.408
H2 -0.456 -0.678 -1.027
H3 0.600 -1.138 0.292
H4 0.457 1.317 0.193
H5 0.806 1.346 -1.484
C3 6.386 -1.668 -0.560
C4 4.915 -1.397 -0.237
C5 4.231 -2.595 0.375
O2 4.851 -0.254 0.728
H6 6.891 -0.822 -1.024
H7 6.477 -2.513 -1.246
H8 6.926 -1.992 0.337
H9 4.401 -1.175 -1.176
H10 4.339 -3.440 -0.307
H11 3.150 -2.426 0.377
H12 4.600 -2.867 1.364
H13 5.000 -0.613 1.621
C6 1.652 4.640 -0.043
C7 2.940 4.316 -0.738
C8 3.722 5.547 -1.158
O3 3.846 3.552 0.171
H14 1.854 5.216 0.867
H15 1.122 3.744 0.290
H16 1.024 5.247 -0.691
H17 2.751 3.741 -1.646
H18 4.029 6.145 -0.296
H19 3.149 6.131 -1.870
H20 4.629 5.211 -1.670
H21 4.425 4.226 0.568
C9 -2.122 -2.572 1.946
C10 -3.006 -3.766 2.152
C11 -3.397 -3.973 3.611
O4 -4.182 -3.662 1.309
H22 -2.542 -1.625 2.300
H23 -1.817 -2.425 0.908
H24 -1.207 -2.726 2.535
H25 -2.499 -4.682 1.829
H26 -2.549 -4.287 4.219
H27 -4.204 -4.702 3.674
H28 -3.803 -3.047 4.046
H29 -4.849 -3.174 1.812
C12 0.186 -1.784 4.798
C13 1.258 -2.649 4.124
C14 2.376 -1.833 3.519
O5 1.884 -3.518 5.099
H30 0.575 -1.352 5.716
H31 -0.686 -2.417 4.970
H32 -0.101 -0.965 4.127
H33 0.773 -3.245 3.336
H34 2.060 -1.262 2.642
H35 3.102 -2.582 3.183
H36 2.855 -1.198 4.266
H37 1.213 -4.083 5.499
C15 -3.117 3.488 2.153
C16 -2.106 2.356 2.354
C17 -1.010 2.764 3.316
O6 -2.785 1.163 2.856
H38 -3.734 3.632 3.042
H39 -3.793 3.302 1.313
H40 -2.618 4.429 1.906
H41 -1.709 2.062 1.378
H42 -0.519 3.677 2.970
H43 -0.246 1.990 3.426
H44 -1.432 2.990 4.299
H45 -2.985 1.309 3.791
C18 1.584 0.270 -4.398
C19 0.425 -0.406 -5.100
C20 -0.507 -1.165 -4.173
O7 -0.357 0.508 -5.866
H46 2.350 0.654 -5.066
H47 2.044 -0.437 -3.690
H48 1.228 1.075 -3.732
H49 0.868 -1.153 -5.781
H50 0.058 -1.932 -3.638
H51 -1.243 -1.676 -4.791
H52 -0.996 -0.508 -3.448
H53 0.214 1.144 -6.307
C21 -3.161 0.013 -0.613
C22 -4.591 0.443 -0.195
C23 -5.695 -0.262 -0.952
O8 -4.773 0.209 1.169
H54 -3.002 -0.035 -1.690
H55 -3.118 -1.018 -0.241
H56 -2.396 0.660 -0.185
H57 -4.654 1.545 -0.403
H58 -5.756 -1.288 -0.574
H59 -5.500 -0.292 -2.021
H60 -6.662 0.192 -0.748
H61 -4.001 0.571 1.694
C24 -1.337 3.322 -3.557
C25 -1.511 4.346 -2.481
C26 -0.584 5.528 -2.766
O9 -2.874 4.800 -2.406
H62 -0.335 2.884 -3.553
H63 -1.497 3.742 -4.553
H64 -2.068 2.531 -3.422
H65 -1.271 3.975 -1.476
H66 -0.616 6.289 -1.975
H67 -0.919 6.084 -3.643
H68 0.470 5.233 -2.827
H69 -3.212 4.882 -3.309
C27 -0.809 -4.198 -1.441
C28 0.589 -4.480 -0.918
C29 0.816 -4.317 0.573
O10 0.894 -5.866 -1.242
H70 -0.865 -4.512 -2.483
H71 -1.082 -3.137 -1.382
H72 -1.578 -4.777 -0.920
H73 1.319 -3.885 -1.477
H74 0.138 -4.928 1.175
H75 0.706 -3.274 0.891
H76 1.823 -4.658 0.819
H77 0.246 -6.426 -0.798

Calculated values
Charge: +2
Molar mass: 641.77 g/mol
Spin multiplicity: 6
Energy above the lowest of the compared OMol25 structures with the same formula, charge and spin: 63.6 kcal per mole
Lowest unoccupied orbital energy (spin up / spin down): -7.39 / -10.45 eV



Record 2
Computed, not measured: a structure of composition C29H81F6NO18S2V at a distorted geometry, with ωB97M-V/def2-TZVPD.

CARTESIAN COORDINATES (ANGSTROEM)
V1 2.243 1.216 1.115
C1 1.320 4.284 2.378
O1 2.218 3.301 1.980
H1 0.309 4.184 1.983
H2 1.056 4.283 3.435
H3 1.632 5.274 2.047
C2 -0.018 -2.452 0.900
F1 -1.150 -1.838 1.225
F2 0.701 -2.679 2.044
F3 -0.263 -3.591 0.290
S1 0.978 -1.330 -0.382
O2 2.393 -1.472 0.022
O3 0.629 -1.760 -1.740
N1 0.635 0.282 0.084
S2 -0.556 0.634 -0.879
O4 -0.111 1.020 -2.234
O5 -1.689 -0.279 -0.823
C3 -1.280 2.275 -0.093
F4 -0.455 3.333 -0.341
F5 -2.489 2.488 -0.606
F6 -1.449 2.014 1.219
C4 -1.336 -4.346 -3.217
C5 -0.239 -5.141 -3.994
O6 -0.998 -6.212 -4.637
H4 -1.765 -4.882 -2.370
H5 -2.157 -4.045 -3.868
H6 -0.821 -3.466 -2.832
H7 0.571 -5.639 -3.460
H8 0.205 -4.488 -4.744
H9 -0.354 -6.675 -5.178
C6 5.915 -3.166 0.698
C7 5.915 -2.177 -0.439
O7 6.252 -0.856 0.003
H10 5.197 -2.863 1.460
H11 6.913 -3.171 1.135
H12 5.740 -4.153 0.271
H13 4.924 -2.174 -0.892
H14 6.597 -2.429 -1.251
H15 7.197 -0.686 0.030
C8 -0.754 -5.154 3.892
C9 -0.227 -6.256 2.985
O8 0.991 -6.692 3.529
H16 -0.967 -5.454 4.918
H17 -1.682 -4.732 3.506
H18 -0.046 -4.329 3.970
H19 -0.084 -5.888 1.969
H20 -0.962 -7.048 2.840
H21 1.291 -7.439 3.007
C10 -3.442 -2.742 -0.439
C11 -4.432 -3.539 -1.285
O9 -5.557 -3.991 -0.583
H22 -2.491 -2.792 -0.970
H23 -3.309 -3.199 0.542
H24 -3.810 -1.719 -0.363
H25 -3.983 -4.463 -1.650
H26 -4.774 -2.896 -2.096
H27 -6.240 -4.102 -1.249
C12 -2.645 4.283 3.963
C13 -2.178 2.810 4.101
O10 -2.693 2.172 5.271
H28 -2.212 4.802 4.818
H29 -3.722 4.441 4.018
H30 -2.284 4.795 3.071
H31 -1.097 2.720 3.993
H32 -2.697 2.308 3.285
H33 -2.507 1.244 5.112
C14 -3.150 -0.710 3.061
C15 -2.784 -1.493 4.281
O11 -2.107 -0.683 5.184
H34 -4.063 -0.141 3.239
H35 -3.374 -1.384 2.234
H36 -2.365 -0.052 2.689
H37 -2.114 -2.320 4.046
H38 -3.675 -1.884 4.772
H39 -1.593 -1.199 5.809
C16 -4.625 4.252 0.845
C17 -4.197 5.663 1.371
O12 -4.959 6.675 0.708
H40 -4.076 3.478 1.380
H41 -4.405 4.265 -0.223
H42 -5.690 4.056 0.973
H43 -3.144 5.940 1.335
H44 -4.419 5.828 2.426
H45 -4.588 7.472 1.092
C18 0.796 3.884 -3.248
C19 1.652 3.414 -4.412
O13 1.402 4.146 -5.548
H46 0.945 3.326 -2.323
H47 -0.205 3.828 -3.675
H48 1.028 4.911 -2.966
H49 1.441 2.357 -4.571
H50 2.706 3.525 -4.161
H51 2.231 4.374 -5.977
C20 5.079 1.615 -2.112
C21 3.662 1.144 -1.776
O14 3.025 1.997 -0.868
H52 5.402 0.902 -2.871
H53 5.708 1.586 -1.223
H54 5.028 2.590 -2.597
H55 3.718 0.108 -1.443
H56 3.156 1.124 -2.741
H57 3.193 2.886 -1.191
C22 -0.189 0.438 -5.851
C23 0.453 -0.688 -5.017
O15 0.885 -1.706 -5.862
H58 0.569 0.902 -6.482
H59 -0.559 1.161 -5.124
H60 -1.036 0.076 -6.434
H61 -0.289 -1.094 -4.330
H62 1.259 -0.312 -4.386
H63 0.215 -1.863 -6.531
C24 0.817 1.004 5.040
C25 0.621 0.196 3.763
O16 1.809 0.099 3.012
H64 -0.113 1.076 5.604
H65 1.150 1.998 4.740
H66 1.483 0.464 5.713
H67 -0.175 0.699 3.214
H68 0.195 -0.774 4.017
H69 2.242 -0.727 3.241
C26 -1.806 5.986 -1.302
C27 -0.684 6.583 -0.461
O17 -0.195 7.721 -1.062
H70 -1.426 5.633 -2.260
H71 -2.584 6.742 -1.412
H72 -2.204 5.121 -0.770
H73 0.049 5.780 -0.386
H74 -1.059 6.832 0.532
H75 0.299 8.256 -0.437
C28 3.026 -5.532 -0.372
C29 2.618 -4.571 -1.488
O18 3.175 -5.045 -2.675
H76 2.978 -5.034 0.596
H77 4.045 -5.917 -0.339
H78 2.301 -6.345 -0.327
H79 3.056 -3.589 -1.311
H80 1.535 -4.456 -1.547
H81 3.002 -4.358 -3.323

Calculated values
Charge: 0
Molar mass: 961.02 g/mol
Spin multiplicity: 4
Lowest unoccupied orbital energy (spin up / spin down): -0.21 / -0.43 eV



Record 3
Computed, not measured: a cluster of 8 separate species, C29H81N7O8 in total at a distorted geometry, with ωB97M-V/def2-TZVPD.

CARTESIAN COORDINATES (ANGSTROEM)
C1 3.443 2.846 2.437
O1 4.051 1.710 1.875
C2 3.563 0.481 2.322
C3 3.630 -0.540 1.215
C4 5.025 -0.718 0.691
N1 2.556 -0.138 0.277
H1 3.644 2.930 3.480
H2 2.387 2.885 2.249
H3 3.932 3.708 1.928
H4 4.151 0.214 3.195
H5 2.558 0.672 2.665
H6 3.192 -1.370 1.726
H7 5.326 0.170 0.146
H8 5.159 -1.507 -0.056
H9 5.757 -0.760 1.494
H10 2.306 -0.808 -0.427
H11 2.949 0.712 -0.155
C5 4.518 1.589 -3.095
O2 5.502 2.299 -2.422
C6 4.927 3.079 -1.354
C7 6.091 3.640 -0.541
C8 7.057 4.410 -1.449
N2 6.898 2.659 0.212
H12 3.650 2.141 -3.566
H13 4.215 0.666 -2.570
H14 4.941 1.060 -3.972
H15 4.366 3.854 -1.846
H16 4.299 2.424 -0.786
H17 5.512 4.344 0.082
H18 8.018 4.618 -1.022
H19 6.725 5.319 -1.877
H20 7.332 3.710 -2.234
H21 6.278 1.948 0.718
H22 7.313 2.067 -0.515
C9 -4.953 -2.225 5.617
O3 -4.924 -2.615 4.286
C10 -3.558 -2.862 3.894
C11 -3.466 -3.114 2.427
C12 -3.973 -1.907 1.636
N3 -4.199 -4.289 1.983
H23 -4.247 -1.459 5.925
H24 -4.785 -3.058 6.288
H25 -5.997 -1.893 5.835
H26 -2.926 -2.035 4.223
H27 -3.169 -3.792 4.474
H28 -2.381 -3.259 2.259
H29 -5.073 -1.899 1.702
H30 -3.774 -2.010 0.553
H31 -3.495 -0.975 1.914
H32 -5.197 -4.181 2.171
H33 -3.807 -5.119 2.426
C13 -2.054 1.659 -1.747
O4 -3.391 1.863 -1.948
C14 -4.118 0.573 -2.218
C15 -5.579 1.018 -2.300
C16 -6.042 1.461 -0.925
N4 -6.392 -0.093 -2.846
H34 -1.521 2.447 -1.220
H35 -1.564 1.411 -2.689
H36 -1.920 0.827 -1.067
H37 -3.807 0.116 -3.175
H38 -3.866 -0.174 -1.397
H39 -5.600 1.883 -2.969
H40 -7.045 1.866 -1.001
H41 -5.240 2.108 -0.491
H42 -6.102 0.529 -0.339
H43 -7.385 0.183 -2.847
H44 -6.180 -0.164 -3.815
C17 -0.336 -5.707 2.403
O5 -0.122 -4.360 2.755
C18 0.349 -3.626 1.629
C19 1.625 -4.124 0.934
C20 2.590 -4.389 2.038
N5 2.171 -3.163 0.020
H45 -0.741 -6.202 3.305
H46 0.611 -6.225 2.169
H47 -0.957 -5.764 1.489
H48 -0.465 -3.606 0.918
H49 0.451 -2.595 2.000
H50 1.372 -5.047 0.446
H51 3.055 -3.457 2.289
H52 3.337 -5.106 1.772
H53 2.075 -4.792 2.896
H54 3.127 -3.372 -0.179
H55 1.661 -3.092 -0.897
C21 -0.282 -1.360 -1.916
O6 -0.358 -2.715 -1.726
C22 -1.714 -3.140 -1.701
C23 -1.725 -4.632 -1.555
C24 -1.491 -5.419 -2.895
N6 -2.940 -5.053 -0.924
H56 -0.420 -0.773 -0.976
H57 -1.036 -1.016 -2.664
H58 0.756 -1.201 -2.260
H59 -2.126 -2.749 -0.771
H60 -2.289 -2.738 -2.573
H61 -0.845 -4.923 -0.941
H62 -2.411 -5.381 -3.475
H63 -1.251 -6.429 -2.684
H64 -0.670 -4.945 -3.421
H65 -2.893 -6.059 -0.749
H66 -3.266 -4.634 -0.050
C25 0.378 4.539 0.420
O7 0.404 4.967 -0.927
C26 -0.800 5.600 -1.358
C27 -0.726 6.286 -2.773
C28 0.344 7.410 -2.826
N7 -2.118 6.576 -3.117
H67 0.365 3.421 0.408
H68 -0.488 4.996 1.030
H69 1.313 4.852 0.824
H70 -1.667 4.903 -1.411
H71 -1.162 6.428 -0.666
H72 -0.428 5.528 -3.444
H73 1.084 7.420 -2.020
H74 -0.112 8.401 -2.915
H75 0.814 7.241 -3.775
H76 -2.439 7.496 -2.830
H77 -2.214 6.564 -4.169
C29 -0.344 0.685 2.222
O8 -0.012 0.966 0.858
H78 -0.677 -0.332 2.419
H79 0.483 0.862 2.887
H80 -1.184 1.312 2.447
H81 0.803 0.541 0.571

Calculated values
Charge: 0
Molar mass: 656.01 g/mol
SMILES: COC[C@H](C)N.COC[C@H](C)N.COC[C@H](C)N.COC[C@H](C)N.COC[C@H](C)N.COC[C@H](C)N.COC[C@H](C)N.CO
Energy above the lowest of the compared OMol25 structures with the same formula, charge and spin: 50.0 kcal per mole
Lowest unoccupied orbital energy: 0.60 eV